(1)
91
Properties=species:S:1:pos:R:3:mulliken_charge:R:1 method="wB97M-V/def2-TZVPD" relative_energy_ev=0.9787 lumo_energy_ev=-2.09 charge=+1 e_homo_ha=-0.3457 homo_lumo_gap_ev=7.3
Ir -0.098 -1.153 -0.981 1.009
As -0.127 -0.411 2.494 1.689
Si 1.892 2.416 -3.585 -0.044
Si -1.806 2.583 -1.346 -0.099
O -0.798 -0.764 0.998 -0.280
N 0.633 -2.086 -2.766 0.418
N -0.812 -3.195 -0.595 0.480
C 3.727 1.315 2.329 -0.876
C 1.445 -3.984 4.131 -1.038
C -2.153 -3.265 0.012 -0.916
C 1.074 2.095 2.142 -1.159
C 1.615 4.257 -3.546 -1.102
C -3.322 1.771 5.115 -0.567
C -2.373 1.098 -2.302 -0.658
C -2.277 4.142 -2.250 -1.099
C 1.381 1.714 -5.236 -1.086
C 1.382 -2.731 3.540 0.099
C 3.668 1.987 -3.219 -1.121
C -2.782 0.275 3.315 0.141
C 0.071 2.575 -0.976 0.353
C 3.410 2.645 2.097 -0.701
C -1.431 0.517 3.534 0.300
C -0.130 -1.612 -3.941 -0.732
C -0.928 -3.942 4.492 -0.868
C -2.641 2.528 0.328 -0.665
C -1.972 1.997 5.344 -0.822
C 2.721 0.371 2.477 -0.550
C 0.292 -4.591 4.606 -0.447
C -1.020 1.368 4.555 -0.554
C 1.388 0.759 2.390 0.582
C 0.161 -2.072 3.428 0.020
C -3.728 0.905 4.109 -0.982
C 2.067 -1.809 -2.971 -1.046
C 0.130 -3.844 0.338 -0.390
C 0.459 -3.559 -2.632 -0.745
C -0.825 -3.866 -1.900 -1.144
C 0.478 0.514 -1.676 -0.141
C 2.082 3.035 2.000 -0.405
C 0.852 1.562 -2.294 0.232
C -0.995 -2.688 3.905 -0.258
H 0.038 2.404 2.062 0.434
H 3.949 2.291 -2.208 0.326
H 2.399 -4.487 4.216 0.432
H -4.063 2.277 5.719 0.423
H -1.831 -4.410 4.861 0.434
H -3.355 4.154 -2.423 0.339
H 1.155 -3.742 -0.007 0.260
H 0.711 3.407 -1.231 0.796
H 4.198 3.378 1.995 0.415
H 4.353 2.472 -3.919 0.406
H 2.213 -0.746 -3.140 0.074
H -2.128 -2.783 0.984 0.069
H -1.783 4.231 -3.219 0.312
H -2.863 -2.740 -0.626 0.339
H 0.345 -5.571 5.062 0.410
H -1.955 -2.194 3.822 0.401
H 0.042 -3.360 1.301 -0.222
H -3.700 2.776 0.226 0.483
H 2.440 -2.371 -3.835 0.467
H -2.555 1.514 0.726 -0.252
H -1.834 0.192 -1.985 -0.191
H -2.465 -4.310 0.124 0.396
H 1.880 2.232 -6.059 0.461
H 4.762 1.008 2.401 0.464
H 0.231 -2.103 -4.852 0.410
H 2.215 4.741 -4.319 0.399
H 2.617 -2.097 -2.079 0.269
H 0.444 -4.015 -3.627 0.480
H -1.666 -3.477 -2.474 0.370
H 3.821 0.909 -3.297 0.313
H -2.211 3.216 1.060 0.375
H 0.304 1.807 -5.388 0.332
H 0.437 1.995 -0.142 -0.514
H -3.095 -0.384 2.513 0.367
H -0.010 -0.535 -4.034 -0.058
H 1.831 4.071 1.818 0.482
H 1.642 0.655 -5.308 0.315
H 2.998 -0.653 2.658 0.261
H -3.453 0.961 -2.217 0.486
H 1.894 4.703 -2.589 0.364
H -0.983 -4.944 -1.779 0.419
H 0.033 1.546 4.737 0.441
H -2.129 1.213 -3.363 0.208
H -0.112 -4.910 0.452 0.344
H -4.781 0.721 3.942 0.423
H -1.187 -1.826 -3.808 0.281
H 1.320 -3.969 -2.107 0.492
H 2.292 -2.297 3.159 0.410
H -2.024 5.033 -1.670 0.333
H -1.659 2.661 6.138 0.433
H 0.568 4.499 -3.735 0.262



(2)
17
Properties=species:S:1:pos:R:3:nbo_charge:R:1 method="wB97M-V/def2-TZVPD" relative_energy_ev=4.7013 lumo_energy_ev=1.00 charge=0 e_homo_ha=-0.2997 homo_lumo_gap_ev=9.2
N -1.825 0.384 0.037 -0.514
N 1.246 -1.217 -0.188 -0.239
N 0.459 -0.140 -0.003 -0.280
C -3.170 -0.178 -0.028 -0.442
C 2.421 -1.314 0.167 -0.122
C -0.847 -0.433 -0.209 0.278
C 1.953 1.688 -0.249 -0.426
C 0.843 1.163 0.258 -0.030
H -1.052 -1.469 -0.331 0.173
H -3.491 -0.337 1.163 0.195
H -3.206 -1.279 -0.535 0.179
H -4.060 0.625 -0.417 0.218
H 2.936 -2.302 -0.135 0.182
H -0.067 1.662 0.521 0.244
H 1.975 2.682 -0.154 0.200
H 2.730 1.146 -0.782 0.209
H 3.155 -0.682 0.886 0.175